# 1
Entry from the OMol25 dataset: C37H43FKN7O5S as an isolated structure (the ωB97M-V functional and the def2-TZVPD basis).

Each line ends with the Löwdin charge.
Cartesian coordinates (Å):
K: -1.74015 -0.15854 -1.30533  0.86
F: 2.86770 1.07528 3.72013  0.05
C: 2.81733 1.77661 2.55863  -0.20
C: 1.85366 1.49500 1.63204  0.10
C: 1.77267 2.25712 0.47154  -0.03
C: 0.71602 1.92409 -0.52697  -0.29
O: 0.05055 0.91103 -0.38238  -0.07
C: 0.58189 2.87629 -1.61219  -0.01
C: 1.50178 3.85041 -1.73992  0.03
N: 2.56486 4.06381 -0.89190  -0.01
C: 3.47344 5.14983 -1.14308  -0.28
C: 4.89416 4.83654 -1.51713  -0.10
C: 3.93980 5.37608 -2.54177  -0.09
C: 2.67742 3.30675 0.25895  -0.12
C: 3.68080 3.54546 1.20672  0.06
C: 3.75526 2.78513 2.35557  -0.18
N: 4.78695 3.07224 3.30562  -0.10
C: 5.39884 1.95011 3.99194  -0.16
C: 6.73914 2.38979 4.54584  -0.08
N: 6.48462 3.53196 5.50201  0.06
C: 5.78437 4.68119 4.81922  -0.09
C: 4.49421 4.16375 4.21679  -0.14
C: -0.58756 2.85588 -2.61673  -0.65
O: -0.40495 3.51301 -3.65575  -0.02
O: -1.58904 2.20995 -2.22857  -0.11
H: 1.13481 0.69570 1.78263  0.13
H: 1.41916 4.53070 -2.57789  0.14
H: 3.30413 6.03065 -0.53153  0.15
H: 5.15579 3.78879 -1.58964  0.11
H: 5.67875 5.47971 -1.14046  0.10
H: 3.58629 4.70140 -3.30975  0.11
H: 4.05001 6.40309 -2.85985  0.11
H: 4.43077 4.30819 1.03780  0.12
H: 5.55526 1.12814 3.29692  0.15
H: 4.78015 1.56462 4.81622  0.13
H: 7.38441 2.77389 3.75914  0.14
H: 7.24348 1.59801 5.09502  0.14
H: 7.35032 3.84390 5.93658  0.18
H: 5.88098 3.18707 6.25024  0.18
H: 6.45556 5.03626 4.04063  0.14
H: 5.61865 5.46256 5.55739  0.14
H: 4.01525 4.97800 3.67705  0.14
H: 3.80812 3.85594 5.02544  0.14
C: -2.78360 -7.16920 0.50443  -0.09
C: -3.86524 -6.09825 0.39088  -0.23
N: -3.78450 -5.29719 -0.83168  -0.14
C: -4.70992 -5.62749 -1.90393  -0.28
C: -4.19164 -6.70353 -2.85203  -0.09
C: -2.84695 -4.29775 -0.95747  -0.73
S: -2.72269 -3.42903 -2.42395  0.65
N: -2.10264 -4.16207 0.16597  0.07
C: -1.24543 -3.14850 0.35981  -0.47
O: -1.00080 -2.17951 -0.36185  -0.17
C: -0.49976 -3.21698 1.68603  -0.12
C: 0.43202 -2.22024 1.96136  -0.03
C: 1.13999 -2.21989 3.15602  -0.10
C: 0.92095 -3.22420 4.09192  -0.11
C: -0.00612 -4.22391 3.82191  -0.09
C: -0.71309 -4.21993 2.62482  -0.03
H: -2.92278 -7.75391 1.41913  0.07
H: -1.80280 -6.69500 0.53443  0.06
H: -2.81461 -7.85272 -0.34664  0.06
H: -3.80533 -5.43479 1.25142  0.10
H: -4.84950 -6.57091 0.39798  0.11
H: -4.90653 -4.71930 -2.46751  0.06
H: -5.64314 -5.95558 -1.43963  0.10
H: -3.24483 -6.37585 -3.28412  0.06
H: -4.90527 -6.87086 -3.66434  0.07
H: -4.03750 -7.65356 -2.33308  0.06
H: 0.57512 -1.45521 1.20536  0.10
H: 1.86258 -1.43679 3.36283  0.08
H: 1.46909 -3.22910 5.02776  0.09
H: -0.17842 -5.00841 4.54937  0.09
H: -1.44068 -4.98923 2.39929  0.10
C: -4.35947 2.58153 -0.82018  0.01
C: -4.42026 1.09257 -1.04821  -0.55
O: -3.86387 0.28870 -0.31110  -0.08
N: -5.15545 0.70967 -2.13074  0.08
C: -5.10088 -0.63981 -2.69351  -0.12
C: -4.37150 -0.62794 -4.01642  -0.29
C: -5.04884 -0.73880 -5.22357  -0.03
C: -4.32984 -0.63950 -6.40624  -0.07
C: -2.96432 -0.42835 -6.34127  -0.06
C: -2.37259 -0.33729 -5.08919  -0.11
N: -3.05243 -0.44031 -3.95202  0.09
H: -4.12805 2.76949 0.22544  0.09
H: -5.29605 3.07110 -1.09199  0.08
H: -3.54354 2.97127 -1.43553  0.07
H: -5.43627 1.44643 -2.75766  0.14
H: -6.11049 -1.02915 -2.82162  0.12
H: -4.56847 -1.28062 -1.99146  0.08
H: -6.11920 -0.90441 -5.23294  0.11
H: -4.83073 -0.72084 -7.36313  0.10
H: -2.36589 -0.33664 -7.23761  0.10
H: -1.30353 -0.17358 -4.99477  0.12

Summary:
energy relative to the best compared isomer or geometry (same formula, charge and spin) = 25.1 kcal per mole
E_LUMO = -0.0699 hartree

---

# 2
Entry from the OMol25 dataset: one molecule with the formula C5H10O (the ωB97M-V functional and the def2-TZVPD basis).

Each line ends with the natural charge from an NBO analysis.
Cartesian coordinates (Å):
C: 2.25368 0.92753 -0.26045  -0.63
C: 1.23395 -0.16973 -0.34616  0.07
C: 0.58908 -0.67464 0.86268  -0.11
C: -1.37665 -0.70062 -0.71492  -0.28
C: -2.48982 -0.16406 0.16664  -0.70
O: -0.10812 0.24793 -0.00824  -0.39
H: 2.24841 1.55312 -1.15683  0.23
H: 2.04491 1.55878 0.60880  0.22
H: 3.25135 0.49240 -0.14205  0.23
H: 1.23390 -0.82649 -1.21417  0.23
H: 0.13651 -1.66235 0.82763  0.24
H: 0.82191 -0.23581 1.82704  0.20
H: -1.42427 -0.14912 -1.67170  0.12
H: -3.37913 -0.76578 -0.05813  0.23
H: -2.27443 -0.32885 1.23295  0.19
H: -2.76127 0.89770 0.04691  0.18

Summary:
energy relative to the best compared isomer or geometry (same formula, charge and spin) = 118.1 kcal per mole
E_LUMO = 0.0350 hartree

---

# 3
Entry from the OMol25 dataset: a 2-piece molecular cluster, CH4IPS overall (the ωB97M-V functional and the def2-TZVPD basis).

Each line ends with the natural charge from an NBO analysis.
Cartesian coordinates (Å):
C: 0.40586 0.61886 -0.19446  -0.76
P: -1.10509 -2.81679 0.11883  0.20
S: 0.03321 -0.51321 -1.55137  -0.03
I: -0.57318 -2.04803 2.34077  -0.08
H: 1.22701 0.07003 0.14660  0.24
H: -0.53220 0.69440 0.20813  0.23
H: 0.64904 1.52200 -0.60024  0.23
H: -2.52452 -2.48221 0.40181  -0.03

Summary:
energy relative to the best compared isomer or geometry (same formula, charge and spin) = 72.4 kcal per mole
E_LUMO (spin up / spin down) = -0.0612 / -0.0608 hartree

---

# 4
Entry from the OMol25 dataset: a 3-piece molecular cluster, C29H52BN3O5P overall (the ωB97M-V functional and the def2-TZVPD basis).

Each line ends with the Löwdin charge.
Cartesian coordinates (Å):
C: 5.75671 0.01642 0.06492  0.02
C: 4.50967 -0.71631 0.42653  -0.55
O: 4.42272 -1.45413 1.35198  0.14
O: 3.48703 -0.48945 -0.43241  0.05
C: 2.26453 -0.01393 0.14434  -0.44
O: 2.34894 0.81927 0.97694  0.15
C: 1.06770 -0.59902 -0.48375  -0.12
B: -0.24748 -0.69170 0.50474  -0.70
C: -1.30492 0.53420 0.33602  -0.19
C: -1.96238 1.09419 1.43580  -0.07
C: -2.89870 2.10360 1.24153  -0.09
C: -3.15770 2.54385 -0.05082  -0.20
N: -2.54527 2.05321 -1.13197  0.04
C: -1.65366 1.07933 -0.90859  -0.15
P: -1.14554 -2.40732 0.22639  0.86
C: -1.99658 -2.28638 -1.42342  -0.35
C: -2.60991 -2.41595 1.34913  -0.35
H: 6.62126 -0.62853 0.16936  0.08
H: 5.70056 0.34842 -0.96692  0.06
H: 5.86881 0.88882 0.69988  0.09
H: 1.34965 -1.60087 -0.80996  0.09
H: 0.89532 -0.03168 -1.40187  0.10
H: 0.12604 -0.67136 1.66420  0.08
H: -1.73614 0.71933 2.42393  0.10
H: -3.43044 2.54896 2.07053  0.08
H: -3.89241 3.32395 -0.21196  0.08
H: -1.17316 0.67991 -1.79503  0.09
H: -1.30867 -1.88449 -2.16131  0.02
H: -2.85371 -1.61243 -1.37524  0.02
H: -2.34298 -3.27199 -1.71684  0.00
H: -3.00665 -1.42487 1.56496  0.01
H: -2.34631 -2.89157 2.28790  0.00
H: -3.39276 -2.99738 0.86538  0.02
C: -7.47333 -0.36487 5.85517  -0.03
C: -6.77152 -0.88794 4.57842  -0.48
C: -7.38998 -2.21542 4.13000  -0.14
C: -6.97246 -3.42167 4.97142  -0.17
C: -5.45170 -3.49073 5.10344  -0.13
C: -4.84622 -2.19678 5.64284  -0.50
N: -5.30262 -1.04705 4.80577  -0.10
O: -4.64696 -0.99356 3.70088  -0.01
C: -5.22396 -2.00772 7.12104  -0.04
C: -3.32603 -2.26709 5.58738  -0.03
C: -6.98181 0.15116 3.48453  -0.05
H: -6.77121 0.15677 6.50427  0.08
H: -8.25429 0.34808 5.59317  0.08
H: -7.94881 -1.15819 6.43237  0.07
H: -7.10293 -2.40305 3.09106  0.13
H: -8.47758 -2.10888 4.14026  0.12
H: -7.44394 -3.38660 5.95813  0.10
H: -7.33653 -4.33360 4.49402  0.11
H: -5.16366 -4.31568 5.75887  0.12
H: -5.01918 -3.70300 4.12101  0.13
H: -4.86626 -1.04529 7.48906  0.09
H: -4.74830 -2.79025 7.71256  0.09
H: -6.29105 -2.07117 7.31765  0.06
H: -2.96444 -2.48271 4.58488  0.07
H: -2.98231 -3.05897 6.25317  0.09
H: -2.88280 -1.32512 5.91198  0.10
H: -6.49704 1.09418 3.74022  0.09
H: -8.05168 0.33033 3.37296  0.08
H: -6.59324 -0.18060 2.52493  0.08
C: 5.60822 4.07927 -4.66973  -0.03
C: 6.76501 3.12852 -5.06166  -0.49
C: 6.90203 3.04534 -6.58519  -0.14
C: 5.83219 2.19166 -7.26747  -0.17
C: 5.72539 0.81775 -6.60635  -0.13
C: 5.49446 0.90568 -5.09952  -0.50
N: 6.55095 1.76597 -4.48625  -0.10
O: 7.65852 1.12858 -4.33891  -0.02
C: 4.08401 1.44542 -4.80978  -0.03
C: 5.55396 -0.47598 -4.46758  -0.03
C: 8.04573 3.71015 -4.47779  -0.05
H: 5.10493 3.73710 -3.76702  0.09
H: 5.99200 5.07701 -4.46060  0.08
H: 4.86253 4.18524 -5.45693  0.07
H: 7.88512 2.63002 -6.82889  0.12
H: 6.88292 4.06104 -6.98720  0.12
H: 4.86519 2.70104 -7.24970  0.10
H: 6.09048 2.06881 -8.32129  0.11
H: 4.91239 0.24306 -7.05431  0.12
H: 6.64800 0.25963 -6.79552  0.12
H: 3.93826 1.59214 -3.73932  0.09
H: 3.34782 0.71652 -5.14695  0.09
H: 3.85429 2.37901 -5.31548  0.06
H: 6.48774 -0.99218 -4.68191  0.08
H: 4.73909 -1.08851 -4.85157  0.09
H: 5.44386 -0.40943 -3.38495  0.08
H: 8.00878 3.72414 -3.38795  0.09
H: 8.15788 4.73453 -4.83312  0.08
H: 8.92646 3.14977 -4.78287  0.08

Summary:
total charge = -1
spin multiplicity = 3
E_LUMO (spin up / spin down) = 0.0820 / 0.0742 hartree
⟨S²⟩ = 2.008

---

# 5
Entry from the OMol25 dataset: C16H13F6IN3O4S3 as an isolated structure (the ωB97M-V functional and the def2-TZVPD basis).

Each line ends with the natural charge from an NBO analysis.
Cartesian coordinates (Å):
C: -3.74634 -0.09855 2.37739  -0.63
C: -3.64712 -1.11239 1.28404  0.00
C: -4.77967 -1.51090 0.59297  -0.21
C: -4.69905 -2.41056 -0.43253  -0.19
C: -3.50023 -2.97055 -0.81113  -0.21
C: -2.37314 -2.58880 -0.13128  0.00
C: -0.97712 -3.13880 -0.44799  -0.48
C: -0.04525 -1.97893 -0.63666  0.14
C: 1.10590 -1.70062 0.03842  -0.44
S: 1.66986 -2.83776 1.27755  2.43
O: 1.01977 -4.09233 1.25251  -0.88
O: 1.61420 -2.13469 2.50954  -0.91
F: 3.16859 -3.10758 0.97668  -0.47
C: 1.87788 -0.50317 -0.21506  -0.04
I: 3.62068 -0.24926 0.97663  0.23
C: 1.49583 0.39945 -1.18023  -0.41
S: 2.27109 1.96470 -1.57288  2.12
O: 3.70668 1.95302 -1.47898  -0.94
O: 1.86839 2.42770 -2.85477  -0.86
C: 1.61527 3.13247 -0.27032  0.37
F: 2.49043 4.15868 -0.18661  -0.32
F: 1.61152 2.57345 0.92945  -0.30
C: 0.16213 3.70832 -0.53072  0.92
F: 0.24185 5.02289 -0.61789  -0.29
F: -0.58129 3.44105 0.53654  -0.30
F: -0.43022 3.16810 -1.56133  -0.28
C: 0.31542 0.14214 -1.96237  0.11
N: -0.21954 0.84343 -2.92641  -0.58
S: -1.52384 0.03881 -3.42983  1.07
N: -1.45526 -1.17843 -2.43033  -0.60
C: -0.40720 -1.05772 -1.64255  0.12
C: -2.45384 -1.68123 0.90501  -0.20
H: -2.76435 0.20255 2.73514  0.21
H: -4.21879 0.81014 2.00739  0.22
H: -4.33047 -0.43537 3.22998  0.23
H: -5.72985 -1.09134 0.88965  0.21
H: -5.61480 -2.67754 -0.93811  0.22
H: -3.42754 -3.67498 -1.62422  0.22
H: -1.02562 -3.69361 -1.38438  0.25
H: -0.74378 -3.81700 0.35421  0.28
H: -1.55626 -1.37490 1.42987  0.19
N: 6.08080 3.42817 0.99466  -0.86
H: 5.99955 3.52734 2.00737  0.46
H: 5.22011 3.75769 0.54588  0.47
H: 6.87585 3.97469 0.66006  0.46
H: 6.21877 2.44223 0.75564  0.47

Summary:
total charge = +1
E_LUMO = -0.1524 hartree

---

# 6
Entry from the OMol25 dataset: one molecule with the formula C20H30N4O2S (the ωB97M-V functional and the def2-TZVPD basis).

Each line ends with the natural charge from an NBO analysis.
Cartesian coordinates (Å):
C: -5.67920 -1.21438 -1.28957  -0.71
C: -4.17844 -1.12386 -1.13500  0.69
O: -3.39277 -1.34462 -2.03767  -0.64
N: -3.77469 -0.78287 0.10713  -0.61
H: -4.45088 -0.52360 0.80851  0.40
C: -2.38063 -0.61070 0.46240  -0.14
H: -1.79030 -1.09066 -0.32016  0.23
C: -2.07139 -1.27882 1.81012  -0.44
C: -0.58432 -1.32053 2.03058  0.06
C: 0.17058 -2.36080 1.50288  -0.25
C: 1.53910 -2.40601 1.69793  -0.21
C: 2.16925 -1.40234 2.41426  -0.24
C: 1.42789 -0.35248 2.92844  -0.18
C: 0.05816 -0.31254 2.73679  -0.24
H: -0.51858 0.50818 3.13560  0.23
H: 1.91519 0.43888 3.47704  0.23
H: 3.23644 -1.44404 2.58336  0.21
H: 2.11136 -3.23070 1.29802  0.21
H: -0.32022 -3.14840 0.94714  0.21
H: -2.55149 -0.70050 2.60147  0.24
H: -2.48095 -2.29120 1.80122  0.22
C: -2.07455 0.89208 0.57869  0.69
O: -2.36091 1.50038 1.59340  -0.64
N: -1.51620 1.50888 -0.48093  -0.43
C: -1.21218 0.95487 -1.77689  -0.25
H: -1.77119 0.04026 -1.97447  0.27
C: 0.30208 0.70178 -1.88357  -0.22
N: 1.01968 1.75628 -1.18510  -0.45
C: 1.94584 1.47752 -0.22919  0.32
N: 2.70119 0.35466 -0.35859  -0.62
H: 3.29205 0.21265 0.45018  0.41
C: 3.25913 -0.15641 -1.59614  -0.21
H: 4.30589 0.16446 -1.68329  0.19
C: 3.20081 -1.68950 -1.66501  -0.22
C: 4.27390 -2.31061 -0.77490  -0.61
H: 4.20469 -3.39553 -0.79943  0.21
H: 4.15822 -1.98472 0.25478  0.21
H: 5.26508 -2.02482 -1.12167  0.20
C: 3.37654 -2.15162 -3.10941  -0.60
H: 4.32779 -1.80191 -3.50493  0.20
H: 3.36212 -3.23714 -3.16355  0.21
H: 2.57825 -1.76783 -3.74053  0.21
H: 2.21768 -2.01056 -1.30452  0.21
H: 2.71444 0.27856 -2.43281  0.21
S: 2.18410 2.45158 1.08763  -0.27
C: 0.29454 3.00635 -1.12059  -0.24
H: 0.07213 3.31293 -2.14688  0.19
C: -0.99224 2.85305 -0.29736  -0.23
H: -0.78563 2.98096 0.76779  0.25
H: -1.73196 3.60214 -0.60130  0.19
H: 0.93669 3.75736 -0.65948  0.26
H: 0.58336 0.67151 -2.94386  0.19
H: 0.55536 -0.25369 -1.41942  0.22
H: -1.52339 1.68949 -2.52740  0.20
H: -6.12813 -0.23834 -1.11769  0.23
H: -5.91667 -1.54523 -2.29622  0.24
H: -6.09006 -1.91959 -0.57085  0.23

Summary:
structure (SMILES) = CC(=O)N[C@H](Cc1ccccc1)C(=O)N1CCN(C(=S)NCC(C)C)CC1
energy relative to the best compared isomer or geometry (same formula, charge and spin) = 2.6 kcal per mole
E_LUMO = 0.0241 hartree